The following is a quantum chemistry calculation of 2 unconnected molecules or ions with the total composition C4H9NO, from OMol25.

Results
Frontier orbital gap   10.02 eV
F_max   0.8 eV Å⁻¹
LUMO   0.99 eV
HOMO level   -9.0 eV
Total energy   -287.73022 Eh

```
15
Properties=species:S:1:pos:R:3:nbo_charge:R:1
C 1.0186 1.4868 0.6962 -0.4571
C -0.3248 0.2895 2.1528 -0.0406
N 0.7700 0.3014 1.5334 -0.4203
H 2.0778 1.5719 0.4935 0.2131
H 0.4854 1.3461 -0.2473 0.2082
H 0.5983 2.3906 1.1304 0.1883
H -0.5688 -0.5374 2.8078 0.1822
H -1.0486 1.1033 2.0323 0.1426
C -0.6278 -0.5570 -2.1845 -0.5388
C -0.5852 -1.6614 -1.4399 0.1654
O 0.2953 -1.8753 -0.4319 -0.7158
H -1.3962 -0.4039 -2.9244 0.2088
H 0.2264 0.1126 -2.1537 0.1942
H -1.2812 -2.4723 -1.6194 0.1661
H 0.3609 -1.0949 0.1549 0.5037
```

The following is a quantum chemistry calculation of C4H9NO in the gas phase, from OMol25.

Results
Frontier orbital gap   10.03 eV
F_max   0.8 eV Å⁻¹
LUMO   1.02 eV
HOMO level   -9.0 eV
Total energy   -287.77550 Eh

```
15
Properties=species:S:1:pos:R:3:nbo_charge:R:1
C -2.5004 -1.2797 0.5700 -0.6110
C -1.6246 -0.2705 -0.1485 -0.2067
N -0.4106 -0.0222 0.5849 -0.6443
C 0.5490 0.8955 0.0052 -0.3395
C 1.8403 0.1823 -0.3692 0.4398
O 2.8316 0.7288 -0.7704 -0.5198
H -2.8137 -0.8787 1.5401 0.1974
H -1.9237 -2.1723 0.8237 0.2118
H -3.3920 -1.5540 0.0126 0.2173
H -2.2352 0.6284 -0.3463 0.1582
H -1.3703 -0.6551 -1.1421 0.1830
H -0.5527 0.1150 1.5737 0.3690
H 0.1783 1.2640 -0.9580 0.2187
H 0.7225 1.7692 0.6345 0.2191
H 1.7542 -0.9234 -0.3445 0.1071
```

The following is a quantum chemistry calculation of C4H9NO in the gas phase, from OMol25.

Results
Frontier orbital gap   10.65 eV
F_max   0.5 eV Å⁻¹
LUMO   0.88 eV
HOMO level   -9.8 eV
Total energy   -287.81942 Eh

```
15
Properties=species:S:1:pos:R:3:nbo_charge:R:1
C 1.5761 -0.3005 -0.3786 -0.6108
C 0.1300 0.1837 -0.2862 -0.0705
C -0.7574 -0.4518 -1.3554 -0.6099
N -0.4063 -0.0690 1.0429 -0.6158
C -0.8622 0.9146 1.8584 0.5299
O -0.8919 2.1000 1.5838 -0.6186
H 2.0162 -0.0231 -1.3419 0.2157
H 1.6313 -1.3926 -0.2780 0.1978
H 2.1862 0.1408 0.4143 0.2190
H 0.1025 1.2719 -0.3884 0.2322
H -1.7839 -0.0796 -1.2868 0.2200
H -0.7843 -1.5442 -1.2411 0.1982
H -0.3779 -0.2175 -2.3559 0.2140
H -0.4183 -1.0193 1.3829 0.3905
H -1.2134 0.5200 2.8300 0.1082
```

The following is a quantum chemistry calculation of C4H9NO in the gas phase, from OMol25.

Results
Frontier orbital gap   10.70 eV
F_max   0.5 eV Å⁻¹
LUMO   1.14 eV
HOMO level   -9.6 eV
Total energy   -287.77803 Eh

```
15
Properties=species:S:1:pos:R:3:nbo_charge:R:1
C 0.5793 1.6263 1.9249 -0.6248
C 0.6478 1.2154 0.4674 -0.0854
O 1.1138 -0.1424 0.4033 -0.5033
C 0.4239 -0.9726 -0.3890 0.4151
N -0.4696 -0.6066 -1.2007 -0.5158
C -1.2541 -1.6532 -1.8140 -0.4225
H -0.1675 1.0255 2.4557 0.2103
H 1.5457 1.4899 2.4191 0.2125
H 0.2894 2.6802 1.9994 0.2135
H -0.3309 1.2748 -0.0144 0.2131
H 1.3465 1.8342 -0.1053 0.1802
H 0.7310 -2.0112 -0.2126 0.1427
H -2.3117 -1.4150 -1.6583 0.2003
H -1.0587 -2.6471 -1.3799 0.1667
H -1.0850 -1.6982 -2.8954 0.1975
```

The following is a quantum chemistry calculation of C4H9NO in the gas phase, from OMol25.

Results
Frontier orbital gap   10.66 eV
F_max   0.8 eV Å⁻¹
LUMO   0.92 eV
HOMO level   -9.7 eV
Total energy   -287.81713 Eh

```
15
Properties=species:S:1:pos:R:3:nbo_charge:R:1
C -1.1238 0.0307 0.9976 -0.6148
C -0.1510 -0.3715 -0.1134 -0.0619
C -0.8677 -0.2599 -1.4767 -0.6214
N 1.0523 0.4587 -0.1108 -0.6192
C 2.0672 0.2438 0.7680 0.5266
O 2.0655 -0.6081 1.6382 -0.6189
H -1.9845 -0.6486 1.0103 0.2103
H -1.5091 1.0474 0.8487 0.2002
H -0.6201 -0.0175 1.9649 0.2305
H 0.2588 -1.3631 0.1407 0.2196
H -0.2399 -0.4984 -2.3414 0.2154
H -1.2448 0.7645 -1.6286 0.2035
H -1.7593 -0.8966 -1.5266 0.2236
H 1.1299 1.1938 -0.7939 0.3953
H 2.9265 0.9248 0.6229 0.1113
```

The following is a quantum chemistry calculation of C4H9NO in the gas phase in a non-equilibrium geometry, from OMol25.

Results
Frontier orbital gap   10.59 eV
F_max   3.2 eV Å⁻¹
LUMO   0.90 eV
HOMO level   -9.7 eV
Total energy   -287.79228 Eh

```
15
Properties=species:S:1:pos:R:3:nbo_charge:R:1
N -0.1636 0.5559 -1.5633 -0.8742
C 0.1984 -0.4308 -0.6578 0.6912
C -0.0119 -0.1810 0.8228 -0.3397
C 0.9529 0.8413 1.4094 -0.6070
C -1.4830 0.1506 0.9004 -0.6026
O 0.7769 -1.4045 -1.0754 -0.6102
H -0.5343 1.4669 -1.3958 0.4018
H 0.0536 0.1790 -2.5466 0.4146
H 0.0244 -1.2221 1.2182 0.2372
H 1.6401 1.0505 0.6218 0.2198
H 0.3485 1.8022 1.6677 0.2071
H 1.5857 0.4718 2.2759 0.2313
H -1.9502 -0.2202 -0.0280 0.2173
H -1.6125 1.1956 0.8381 0.1918
H -2.1580 -0.2207 1.7573 0.2217
```

The following is a quantum chemistry calculation of 2 unconnected molecules or ions with the total composition C4H9NO in a non-equilibrium geometry, from OMol25.

Results
Frontier orbital gap   11.01 eV
F_max   5.7 eV Å⁻¹
LUMO   0.90 eV
HOMO level   -10.1 eV
Total energy   -287.74674 Eh

```
15
Properties=species:S:1:pos:R:3:nbo_charge:R:1
C 0.7787 -0.7723 1.8624 -0.6512
C 1.5170 0.0989 0.8100 -0.1790
C 2.0930 1.1949 1.1311 -0.4139
H 1.3329 -1.5050 2.3678 0.2239
H 0.7456 0.0471 2.6701 0.2063
H -0.2644 -1.0204 1.5167 0.2247
H 1.3935 -0.2762 -0.3209 0.1963
H 2.5016 1.9489 0.4649 0.2044
H 2.2781 1.4944 2.2417 0.1877
C -2.3825 -0.7086 -2.4203 0.5200
N -1.8545 0.4260 -1.7956 -0.8404
O -2.2548 -1.8143 -1.9603 -0.5887
H -2.9470 -0.6330 -3.2990 0.1219
H -1.2473 0.2154 -1.0242 0.3952
H -1.6900 1.3042 -2.2445 0.3929
```

The following is a quantum chemistry calculation of 2 unconnected molecules or ions with the total composition C4H9NO in a non-equilibrium geometry, from OMol25.

Results
Frontier orbital gap   10.87 eV
F_max   1.9 eV Å⁻¹
LUMO   0.95 eV
HOMO level   -9.9 eV
Total energy   -287.75790 Eh

```
15
Properties=species:S:1:pos:R:3:nbo_charge:R:1
C 0.1297 -1.7817 -1.6430 -0.6668
C -0.5298 -1.1466 -0.4644 -0.1668
C -0.8027 -1.7293 0.6952 -0.4082
H 0.1713 -1.0958 -2.4876 0.2179
H 1.1726 -2.0268 -1.4002 0.2264
H -0.2574 -2.7423 -1.9824 0.2262
H -0.8481 -0.1203 -0.5976 0.1834
H -1.4791 -1.1935 1.3652 0.1862
H -0.5888 -2.7023 1.1156 0.2031
C 0.9804 2.7353 1.1812 0.5319
N -0.2243 2.2457 0.7318 -0.8750
O 1.9678 2.9131 0.4989 -0.5579
H 1.0818 2.9573 2.2547 0.1121
H -0.3386 2.4028 -0.2663 0.3861
H -0.4348 1.2844 0.9989 0.4013
```